The following is a DFT calculation (ωB97M-V with the def2-TZVPD basis set) of a molecular structure, C3H8F3InO2PPt.

Geometry (Å):
O1 4.30 -1.02 0.17
P1 2.82 -1.03 -0.34
In1 1.70 1.03 0.67
C1 -0.52 1.17 0.20
C2 -1.25 -0.23 -0.02
O2 -2.40 -0.25 0.87
C3 -1.77 -0.51 -1.50
F1 -3.17 -0.48 -1.49
F2 -1.32 -1.81 -1.86
F3 -1.26 0.34 -2.47
H1 2.27 -2.29 0.11
H2 2.92 -0.99 -1.78
H3 2.50 2.47 -0.06
H4 1.89 0.93 2.44
H5 -1.00 1.64 1.18
H6 -0.74 1.93 -0.62
H7 -0.53 -1.06 0.29
H8 -2.24 -0.99 1.50
Pt1 -2.17 1.15 2.71

As for the charge: +1. Its HOMO-LUMO gap is 3.50 eV. The HOMO energy comes out at -12.7082 eV.

=====

The following is a DFT calculation (ωB97M-V with the def2-TZVPD basis set) of 2 unconnected molecules or ions with the total composition C3H4BrNO.

Geometry (Å):
C1 1.74 2.02 -0.12
C2 -0.88 -1.68 0.47
C3 -0.90 -0.67 -0.38
N1 1.16 1.00 -0.12
O1 2.22 3.06 -0.33
Br1 -2.29 0.65 -0.32
H1 0.00 -2.32 0.32
H2 -1.75 -1.83 1.07
H3 -0.20 -0.42 -1.14
H4 0.91 0.19 0.54

As for the charge: 0. Its HOMO-LUMO gap is 10.56 eV. The HOMO energy comes out at -9.9500 eV. The relative energy (zero: lowest compared OMol25 entry of this formula, charge and spin) comes out at 93.9 kJ/mol.

=====

The following is a DFT calculation (ωB97M-V with the def2-TZVPD basis set) of 2 unconnected molecules or ions with the total composition C4H15N3O.

Geometry (Å):
C1 0.72 -1.04 0.53
C2 0.91 -1.29 -0.98
C3 -0.40 -1.76 -1.61
N1 -1.33 -0.84 -2.26
N2 1.55 0.01 1.17
C4 0.82 1.14 1.77
N3 0.70 2.25 0.85
H1 1.08 -1.98 1.00
H2 -0.34 -0.85 0.62
H3 1.64 -2.05 -1.29
H4 1.27 -0.34 -1.36
H5 -0.99 -2.26 -0.85
H6 -0.22 -2.61 -2.31
H7 -0.96 -0.52 -3.14
H8 -1.87 -0.27 -1.63
H9 2.37 0.25 0.64
H10 -0.20 0.83 2.02
H11 1.27 1.28 2.74
H12 -0.13 2.14 0.30
H13 1.56 2.62 0.48
H14 -3.06 1.01 0.10
H15 -2.26 1.80 1.12
O1 -2.22 0.98 0.59

As for the charge: 0. Its HOMO-LUMO gap is 8.33 eV. The HOMO energy comes out at -7.8547 eV. The relative energy (zero: lowest compared OMol25 entry of this formula, charge and spin) comes out at 173.8 kJ/mol.

=====

The following is a DFT calculation (ωB97M-V with the def2-TZVPD basis set) of C4H6FN in the gas phase.

Geometry (Å):
C1 -1.14 0.77 -0.05
C2 -0.28 -0.12 0.80
C3 1.16 0.02 0.57
C4 2.29 0.18 0.32
H1 -0.94 -0.24 -1.79
H2 -1.13 1.25 -2.04
H3 -0.96 1.81 0.24
H4 -2.22 0.50 0.05
H5 -0.51 -0.16 1.91
H6 3.35 0.45 0.10
N1 -0.66 0.60 -1.42
F1 -0.57 -1.43 0.19

As for the charge: 0. Its HOMO-LUMO gap is 10.69 eV. The HOMO energy comes out at -9.6379 eV. The relative energy (zero: lowest compared OMol25 entry of this formula, charge and spin) comes out at 208.8 kJ/mol.

=====

The following is a DFT calculation (ωB97M-V with the def2-TZVPD basis set) of 13 unconnected molecules or ions with the total composition C46H123N5O26.

Geometry (Å):
C1 1.72 3.49 -2.88
C2 1.52 4.03 -4.32
O1 0.18 3.73 -4.85
O2 2.00 2.13 -2.83
H1 0.84 3.74 -2.28
H2 2.65 3.85 -2.44
H3 2.27 3.66 -5.02
H4 1.70 5.11 -4.32
H5 0.23 4.01 -5.77
H6 1.90 1.73 -1.96
C3 3.80 -1.58 1.64
C4 3.36 -0.69 2.81
O3 4.39 -0.48 3.71
O4 2.75 -1.61 0.70
H7 3.87 -2.62 1.96
H8 4.74 -1.27 1.19
H9 2.54 -1.17 3.34
H10 3.12 0.30 2.45
H11 4.40 0.46 3.88
H12 2.85 -2.40 0.17
C5 -2.87 -2.25 1.31
C6 -2.59 -2.67 -0.14
O5 -2.77 -1.61 -1.07
O6 -4.25 -2.00 1.30
H13 -2.30 -1.38 1.62
H14 -2.59 -3.04 2.02
H15 -3.21 -3.50 -0.49
H16 -1.57 -3.05 -0.21
H17 -3.11 -2.04 -1.85
H18 -4.35 -1.40 0.55
C7 3.24 -3.06 -2.05
C8 1.87 -2.59 -2.54
O7 1.03 -3.68 -3.01
O8 3.23 -3.85 -0.84
H19 3.98 -2.27 -1.89
H20 3.62 -3.74 -2.80
H21 1.99 -1.83 -3.31
H22 1.45 -2.01 -1.72
H23 0.98 -4.37 -2.35
H24 3.11 -4.76 -1.13
C9 -6.20 1.36 -1.68
C10 -5.65 -0.08 -1.49
O9 -6.70 -0.98 -1.18
O10 -6.81 1.85 -0.50
H25 -6.86 1.26 -2.53
H26 -5.42 2.10 -1.83
H27 -4.89 -0.17 -0.72
H28 -5.23 -0.44 -2.42
H29 -6.98 -0.93 -0.26
H30 -6.93 1.04 -0.01
C11 1.75 3.19 1.48
C12 2.92 4.04 2.04
O11 2.77 5.46 1.72
O12 0.42 3.59 1.87
H31 1.93 2.16 1.79
H32 1.71 3.18 0.39
H33 3.87 3.66 1.67
H34 2.97 3.83 3.11
H35 3.44 5.96 2.20
H36 0.48 4.55 1.96
C13 -3.04 2.37 4.53
C14 -3.57 2.88 3.16
O13 -3.07 4.19 2.91
O14 -3.72 3.02 5.58
H37 -1.96 2.46 4.69
H38 -3.29 1.31 4.60
H39 -4.66 2.88 3.23
H40 -3.13 2.21 2.42
H41 -3.19 4.39 1.98
H42 -3.51 3.95 5.47
C15 -0.10 -0.05 -0.45
C16 -1.04 1.12 -0.63
O15 -1.26 1.91 0.58
O16 1.20 0.40 -0.46
H43 -0.15 -0.63 -1.37
H44 -0.38 -0.75 0.34
H45 -2.03 0.71 -0.84
H46 -0.75 1.69 -1.51
H47 -0.45 2.38 0.81
H48 1.78 -0.26 -0.07
C17 -0.64 -0.26 3.79
O17 -1.83 -0.90 4.18
C18 -1.83 -1.61 5.45
C19 -1.43 -0.77 6.75
N1 -0.28 -1.31 7.48
C20 -0.14 -0.78 8.83
C21 1.32 -0.98 9.39
O18 1.64 -0.07 10.42
C22 3.02 0.15 10.62
H49 -0.49 0.56 4.49
H50 -0.76 0.29 2.86
H51 0.26 -0.87 3.69
H52 -1.22 -2.51 5.44
H53 -2.80 -2.03 5.74
H54 -2.16 -0.52 7.52
H55 -1.24 0.25 6.41
H56 0.54 -0.99 6.99
H57 -0.85 -1.16 9.57
H58 -0.29 0.28 8.65
H59 1.94 -0.74 8.53
H60 1.55 -1.95 9.83
H61 3.27 0.84 11.43
H62 3.51 0.54 9.72
H63 3.51 -0.77 10.93
C23 7.88 2.12 -7.88
O19 7.93 1.48 -6.61
C24 6.61 1.12 -6.12
C25 6.02 2.12 -5.13
N2 6.60 1.93 -3.81
C26 5.98 2.89 -2.85
C27 6.27 2.34 -1.47
O20 5.99 0.94 -1.27
C28 4.65 0.53 -1.36
H64 6.95 2.64 -8.11
H65 8.07 1.43 -8.70
H66 8.67 2.86 -7.87
H67 6.88 0.15 -5.69
H68 6.00 0.80 -6.97
H69 4.98 1.83 -4.97
H70 6.17 3.09 -5.59
H71 6.31 0.99 -3.59
H72 4.90 2.99 -2.94
H73 6.42 3.85 -3.09
H74 5.73 2.89 -0.70
H75 7.35 2.45 -1.35
H76 3.88 1.14 -0.89
H77 4.56 -0.51 -1.04
H78 4.37 0.57 -2.41
C29 -7.85 6.55 0.81
O21 -6.60 6.03 0.30
C30 -6.01 4.85 0.89
C31 -4.78 4.46 0.08
N3 -3.60 5.31 0.15
C32 -2.64 4.79 -0.82
C33 -1.48 5.77 -1.01
O22 -1.89 7.04 -1.52
C34 -0.90 7.52 -2.42
H79 -8.46 6.85 -0.04
H80 -7.64 7.48 1.34
H81 -8.36 5.81 1.44
H82 -6.75 4.05 0.83
H83 -5.68 5.15 1.89
H84 -5.17 4.33 -0.93
H85 -4.54 3.40 0.18
H86 -4.03 6.11 -0.31
H87 -3.19 4.78 -1.76
H88 -2.43 3.73 -0.69
H89 -0.82 5.37 -1.78
H90 -0.86 5.78 -0.11
H91 -1.08 7.06 -3.39
H92 0.14 7.49 -2.08
H93 -0.98 8.60 -2.55
C35 0.40 -3.80 2.05
O23 -0.19 -5.07 1.70
C36 0.25 -6.09 2.61
C37 1.72 -6.49 2.40
N4 2.04 -6.82 1.02
C38 3.49 -6.82 0.70
C39 3.70 -7.32 -0.70
O24 3.30 -6.35 -1.71
C40 3.17 -6.71 -3.05
H94 1.48 -3.83 2.15
H95 0.10 -3.48 3.05
H96 0.15 -3.05 1.31
H97 -0.34 -7.00 2.45
H98 -0.01 -5.91 3.65
H99 1.97 -7.38 2.98
H100 2.39 -5.76 2.85
H101 1.57 -6.19 0.39
H102 3.95 -7.54 1.38
H103 4.02 -5.88 0.81
H104 3.19 -8.27 -0.84
H105 4.76 -7.51 -0.85
H106 4.14 -7.08 -3.38
H107 2.86 -5.89 -3.70
H108 2.43 -7.51 -3.17
C41 -4.97 -6.66 -2.08
O25 -4.57 -5.64 -2.86
C42 -5.20 -4.41 -2.61
C43 -4.74 -3.38 -3.65
N5 -3.31 -2.91 -3.38
C44 -3.01 -1.95 -4.46
C45 -1.76 -1.06 -4.24
O26 -1.67 0.01 -5.15
C46 -0.39 0.60 -5.08
H109 -6.02 -6.80 -2.32
H110 -4.98 -6.28 -1.06
H111 -4.46 -7.62 -2.15
H112 -4.94 -4.01 -1.63
H113 -6.28 -4.51 -2.70
H114 -5.45 -2.58 -3.47
H115 -4.76 -3.69 -4.69
H116 -2.59 -3.59 -3.59
H117 -3.83 -1.23 -4.48
H118 -3.11 -2.46 -5.42
H119 -0.85 -1.66 -4.32
H120 -1.71 -0.62 -3.25
H121 -0.09 0.91 -4.08
H122 -0.42 1.46 -5.75
H123 0.40 0.05 -5.59

As for the spin multiplicity: 2. As for the charge: +1. Its HOMO-LUMO gap (spin up / spin down) is 7.31 / 2.21 eV. The HOMO energy (spin up / spin down) comes out at -10.2604 / -10.2604 eV.

=====

The following is a DFT calculation (ωB97M-V with the def2-TZVPD basis set) of 2 unconnected molecules or ions with the total composition C3H9N.

Geometry (Å):
C1 -0.27 -1.09 -6.20
C2 -0.72 -0.25 -5.34
H1 0.65 -1.60 -5.88
H2 -0.55 -1.03 -7.32
H3 -0.41 -0.02 -4.27
H4 -1.58 0.26 -5.43
C3 0.17 0.66 5.36
N1 0.54 0.21 3.99
H5 0.77 1.42 5.70
H6 0.09 -0.29 6.08
H7 -0.85 1.03 5.51
H8 0.90 1.12 3.55
H9 1.25 -0.43 4.25

As for the charge: 0. Its HOMO-LUMO gap is 10.73 eV. The HOMO energy comes out at -9.5687 eV. The relative energy (zero: lowest compared OMol25 entry of this formula, charge and spin) comes out at 249.5 kJ/mol.

=====

no.,electronic energy (eV),maximum force (eV/Å)
1,-33179.5791,4.35
2,-76754.5473,5.05
3,-10907.7387,2.50
4,-8450.1701,5.69
5,-110359.0407,3.43
6,-4744.5234,4.10